1.
The following is a DFT calculation (the ωB97M-V functional and the def2-TZVPD basis) of a 7-piece molecular cluster, C52H65BN4OP overall.

Geometry as XYZ:
```
124
Properties=species:S:1:pos:R:3:forces:R:3:mulliken_charge:R:1
C 1.3705 -3.8295 5.5176 -0.19 0.07 -0.25 -0.78
C 0.2905 -3.6829 4.7225 0.68 0.28 0.44 -0.71
C -0.2697 -2.2760 4.5167 1.03 -1.24 -1.56 0.05
N 0.5108 -1.5754 3.4554 0.31 0.80 1.28 -0.13
C 0.3199 -0.1943 3.3762 0.29 -0.22 0.43 -1.16
N -0.0164 0.5680 4.4657 -0.99 0.40 -0.60 1.36
B 1.1096 1.1690 5.2500 1.01 -0.70 0.61 0.51
C 2.0361 0.2140 6.0890 -0.46 0.03 -1.00 -0.88
O 1.3959 2.4899 5.2514 -0.98 0.03 0.51 -0.70
C -1.3126 1.3178 4.4703 -0.13 0.90 0.17 0.27
C -1.8363 1.3216 5.9134 -0.08 -0.50 -0.43 -1.74
C -2.3849 0.8378 3.4939 -0.44 -0.29 0.25 -0.02
C -3.2519 -0.3458 3.9815 -0.05 0.58 -0.06 -1.62
N 0.5420 0.3071 2.1898 -0.90 -0.05 -0.72 0.94
C 0.4747 1.7345 1.8696 0.76 0.42 -0.75 -1.10
C 1.7592 2.4910 2.1329 -0.14 0.11 0.34 1.47
C 1.6563 3.8755 2.2531 0.22 0.04 0.08 -0.06
C 2.7805 4.6437 2.5163 0.32 -0.04 0.09 -1.14
C 4.0335 4.0458 2.6502 -0.87 -0.38 -0.07 -0.43
C 4.1124 2.6675 2.5120 0.42 -0.10 0.14 -1.29
C 2.9968 1.8747 2.2552 -0.05 0.47 0.16 -0.32
P 0.9780 -0.8178 0.8802 1.20 -1.34 -0.12 0.29
N 2.4255 -1.3627 1.0253 -0.28 0.35 -0.27 -0.68
H 2.2470 -3.1993 5.3632 -0.49 1.03 1.11 0.31
H 1.4078 -4.5150 6.3548 0.66 -1.25 -0.95 0.28
H -0.1557 -4.5490 4.2501 -1.13 -0.06 0.96 0.49
H -1.2806 -2.4197 4.1527 -0.22 0.37 0.15 0.13
H -0.2160 -1.7894 5.4805 -0.25 0.39 -0.05 0.25
H 1.4967 -1.7094 3.6954 0.14 -0.34 -0.75 0.28
H 2.7990 0.7460 6.6415 0.11 -0.06 0.12 0.35
H 2.4988 -0.4941 5.3930 0.27 -0.11 0.17 0.27
H 1.3895 -0.3858 6.7303 0.13 -0.01 0.26 0.30
H 0.6628 3.0628 4.9974 0.27 0.19 -0.37 0.31
H -1.1266 2.3740 4.2368 0.12 -0.01 -0.29 -0.11
H -2.9017 1.5319 5.9240 -0.07 0.28 0.01 0.45
H -1.3226 2.0477 6.5366 0.12 -0.06 0.14 0.38
H -1.7280 0.3147 6.3088 0.11 0.02 0.32 0.30
H -3.0742 1.6742 3.3955 0.12 0.23 -0.17 0.59
H -2.0130 0.6658 2.4848 0.20 -0.05 0.01 0.10
H -4.1578 0.0596 4.4246 -0.11 -0.06 0.11 0.42
H -2.7787 -0.9301 4.7615 0.12 -0.33 -0.14 0.41
H -3.5824 -0.9523 3.1444 0.15 -0.29 0.02 0.34
H 0.3239 1.7934 0.7909 -0.28 -0.11 -0.07 0.78
H -0.3754 2.2414 2.3133 -0.10 -0.27 0.25 -0.63
H 0.6909 4.3584 2.1553 -0.06 0.02 -0.01 0.43
H 2.7099 5.7147 2.6361 -0.18 0.09 -0.05 0.51
H 4.9002 4.6462 2.8680 0.17 0.00 -0.02 0.48
H 5.0754 2.1877 2.6184 0.06 -0.06 -0.01 0.46
H 3.1076 0.8018 2.1775 0.00 -0.08 -0.05 0.56
H 0.0727 -1.8750 0.9914 -0.61 0.62 0.13 0.06
H 0.7047 -0.1065 -0.3014 -0.39 0.23 0.29 0.05
H 2.9982 -1.1212 0.2234 0.31 0.04 0.22 0.27
C 0.1621 0.5553 -5.6656 -0.01 0.01 -0.03 -0.52
C 0.3564 1.3890 -4.5733 -0.03 0.01 0.01 -0.53
C 1.0645 0.9318 -3.4707 -0.02 -0.05 0.05 -0.40
C 1.5843 -0.3561 -3.4655 -0.03 0.03 0.10 -0.50
C 1.3928 -1.1883 -4.5590 -0.03 -0.05 -0.01 -0.37
C 0.6776 -0.7339 -5.6583 0.00 0.01 0.02 -0.13
H -0.3928 0.9096 -6.5246 -0.01 0.00 0.01 0.44
H -0.0436 2.3946 -4.5823 0.00 0.00 -0.01 0.42
H 1.2140 1.5825 -2.6162 0.05 0.03 -0.03 0.49
H 2.1435 -0.7121 -2.6072 0.04 -0.01 -0.03 0.44
H 1.8002 -2.1912 -4.5538 0.00 0.00 0.01 0.38
H 0.5235 -1.3842 -6.5100 0.04 0.01 -0.02 0.29
C 5.7256 6.0976 -2.3909 0.00 0.01 0.00 -0.44
C 4.6682 6.2722 -1.5089 -0.02 0.01 0.00 -0.57
C 4.2896 5.2381 -0.6636 0.06 0.00 -0.07 -0.11
C 4.9752 4.0303 -0.6956 0.00 0.04 -0.08 0.05
C 6.0342 3.8578 -1.5764 -0.01 -0.03 0.00 -0.68
C 6.4073 4.8897 -2.4261 0.01 0.00 0.00 -0.38
H 6.0184 6.9035 -3.0510 0.00 0.00 0.00 0.37
H 4.1383 7.2157 -1.4808 0.00 0.00 -0.01 0.39
H 3.4619 5.3737 0.0192 -0.01 0.00 0.00 0.29
H 4.6850 3.2247 -0.0350 -0.01 -0.01 0.00 0.31
H 6.5698 2.9173 -1.6011 0.00 0.00 -0.01 0.38
H 7.2302 4.7526 -3.1153 0.01 0.00 0.00 0.38
C -2.7882 4.3200 2.0805 0.00 -0.06 -0.02 -0.10
C -2.8280 3.9009 0.7568 0.11 -0.07 0.05 -0.29
C -4.0362 3.8543 0.0767 -0.02 -0.01 0.01 -0.64
C -5.2055 4.2356 0.7204 0.01 -0.01 0.02 -0.42
C -5.1664 4.6571 2.0429 -0.01 -0.02 -0.01 -0.44
C -3.9584 4.6965 2.7255 0.02 -0.02 0.04 -0.51
H -1.8427 4.3569 2.6119 0.00 0.06 -0.01 0.36
H -1.9136 3.6105 0.2518 0.00 0.03 -0.03 0.43
H -4.0671 3.5227 -0.9529 0.00 0.02 -0.01 0.43
H -6.1482 4.2049 0.1905 0.00 0.01 0.00 0.38
H -6.0786 4.9565 2.5417 0.00 0.00 0.00 0.39
H -3.9293 5.0235 3.7572 0.00 0.03 -0.01 0.41
C 2.0264 -4.8198 -9.8879 0.00 0.00 0.00 -0.42
C 3.3339 -4.4912 -9.5586 0.00 0.01 -0.01 -0.35
C 3.6205 -3.9403 -8.3175 0.01 0.00 0.01 -0.57
C 2.5998 -3.7257 -7.4022 -0.04 -0.01 -0.01 -0.07
C 1.2919 -4.0577 -7.7302 0.02 0.03 0.02 -0.21
C 1.0047 -4.6011 -8.9745 -0.02 0.00 0.00 -0.43
H 1.8033 -5.2467 -10.8569 0.00 0.00 0.00 0.36
H 4.1306 -4.6641 -10.2703 0.00 0.01 0.00 0.37
H 4.6395 -3.6786 -8.0634 0.00 -0.01 0.00 0.37
H 2.8246 -3.2998 -6.4326 0.02 0.01 -0.01 0.17
H 0.4946 -3.8927 -7.0152 0.00 -0.02 0.00 0.42
H -0.0154 -4.8557 -9.2322 0.00 -0.01 0.00 0.38
C -4.4261 0.3487 -6.0392 0.01 0.01 -0.01 -0.43
C -5.2045 1.1148 -6.8958 0.00 0.02 0.01 -0.37
C -4.9298 1.1307 -8.2562 0.00 -0.01 0.00 -0.36
C -3.8818 0.3740 -8.7616 0.00 0.01 0.00 -0.48
C -3.1055 -0.3949 -7.9056 0.03 0.00 0.01 -0.36
C -3.3753 -0.4047 -6.5440 0.02 -0.02 0.02 -0.31
H -4.6387 0.3384 -4.9776 -0.01 -0.01 0.00 0.37
H -6.0259 1.7004 -6.5032 0.00 0.00 0.00 0.36
H -5.5333 1.7324 -8.9232 -0.01 -0.01 0.00 0.36
H -3.6706 0.3830 -9.8230 0.00 0.00 0.00 0.37
H -2.2891 -0.9869 -8.3006 0.00 0.00 0.00 0.44
H -2.7659 -1.0006 -5.8759 0.00 0.00 0.00 0.39
C -2.2832 -6.5530 5.4892 0.02 0.03 0.00 -0.29
C -2.9678 -6.3972 4.2916 0.04 0.01 0.00 -0.32
C -3.4082 -7.5126 3.5931 -0.01 0.01 -0.02 -0.45
C -3.1708 -8.7835 4.0974 0.00 0.00 0.00 -0.38
C -2.4890 -8.9390 5.2965 0.01 -0.01 -0.01 -0.39
C -2.0416 -7.8241 5.9912 0.01 0.00 0.00 -0.43
H -1.9377 -5.6820 6.0331 -0.01 0.00 0.02 0.43
H -3.1595 -5.4046 3.9013 -0.02 0.00 0.00 0.38
H -3.9376 -7.3921 2.6568 -0.01 0.00 0.01 0.36
H -3.5178 -9.6535 3.5557 0.00 0.00 0.00 0.36
H -2.3060 -9.9303 5.6896 0.00 0.00 0.00 0.37
H -1.5060 -7.9460 6.9238 -0.01 0.00 0.01 0.37
```
Positions in Å, forces in eV/Å.

Charge ... +1
Orbital gap ... 7.145 eV
HOMO level ... -10.6 eV

=====

2.
The following is a DFT calculation (the ωB97M-V functional and the def2-TZVPD basis) of C52H66AsN3P3SSiZr as an isolated structure.

Geometry as XYZ:
```
128
Properties=species:S:1:pos:R:3:forces:R:3:mulliken_charge:R:1
Zr 0.3160 0.4368 0.1511 0.00 -0.35 -0.02 -0.18
C 2.4966 -4.6184 1.6174 0.02 -0.04 0.03 -0.80
Si 1.1349 -4.5067 2.8864 0.02 -0.03 -0.04 -0.02
C -0.0556 -5.9267 2.7029 -0.02 0.00 -0.02 -1.14
C 1.8151 -4.3585 4.6136 0.04 0.01 0.01 -0.75
C 0.0608 -2.9150 2.6747 -0.07 -0.02 0.09 -0.42
C -1.0367 -2.7974 3.5397 -0.02 -0.01 0.00 -0.55
C -1.8660 -1.6802 3.5561 -0.01 -0.02 -0.01 -2.15
C -1.5888 -0.6520 2.6875 0.00 -0.07 -0.04 -1.02
N -0.5678 -0.7414 1.8202 -0.11 0.10 0.12 2.01
C 0.2295 -1.8364 1.8193 0.07 0.10 -0.09 1.86
S 1.4812 -1.6886 0.5654 -0.17 0.10 0.00 -0.34
H 3.0358 -5.5522 1.8075 -0.02 0.04 -0.01 0.52
H 3.2176 -3.8028 1.6953 -0.01 0.00 0.01 0.15
H 2.1213 -4.6682 0.5934 0.00 0.01 0.02 0.27
H 0.4593 -6.8731 2.8873 0.01 0.04 0.00 0.38
H -0.4702 -5.9730 1.6930 0.00 0.00 0.02 0.33
H -0.8890 -5.8771 3.4075 0.03 0.00 -0.01 0.38
H 2.5767 -5.1236 4.7857 -0.04 0.00 -0.01 0.43
H 1.0442 -4.4955 5.3759 0.00 0.02 -0.03 0.37
H 2.2850 -3.3844 4.7728 -0.01 -0.04 -0.02 0.04
H -1.2505 -3.6037 4.2349 0.02 0.02 -0.03 0.48
H -2.6940 -1.6011 4.2473 0.01 0.00 -0.01 0.58
H -2.1529 0.2679 2.6877 -0.04 0.03 -0.02 0.72
C -3.7589 0.5758 0.5741 -0.03 0.05 -0.02 -2.04
P -2.4264 0.3693 -0.6494 0.17 -0.05 0.03 2.25
C -2.7682 1.7041 -1.8534 0.16 0.04 -0.06 -1.06
N -3.9769 1.7301 -2.3641 0.07 0.02 -0.05 -0.01
C -4.2234 2.6101 -3.3595 -0.02 0.00 0.00 0.22
C -5.5110 2.6727 -3.9421 0.00 -0.02 0.01 -0.78
C -5.7330 3.5347 -4.9737 -0.01 0.01 -0.01 -0.60
C -4.6951 4.3701 -5.4681 -0.01 0.00 -0.01 -0.65
C -3.4470 4.3399 -4.9221 0.03 0.01 0.01 -0.40
C -3.1850 3.4596 -3.8463 0.02 -0.01 0.00 0.44
N -1.9664 3.4553 -3.2618 -0.03 -0.06 0.05 -0.31
C -1.7611 2.6097 -2.2791 -0.11 -0.04 0.08 -0.15
P -0.2052 2.8206 -1.3348 0.21 -0.10 0.11 1.10
C 0.8633 3.7565 -2.4633 0.00 0.09 0.00 -2.06
C -0.6469 4.0418 0.0004 -0.10 0.06 -0.02 2.50
C -1.5176 5.1872 -0.5201 0.00 -0.03 -0.01 -1.73
C 0.6487 4.6018 0.5863 0.03 0.07 0.00 -2.91
C -1.4229 3.2604 1.0575 0.04 -0.07 0.15 -2.18
C -2.8332 -1.2293 -1.5250 -0.15 -0.03 -0.06 2.23
C -4.3413 -1.5071 -1.5327 0.01 0.00 -0.01 -1.71
C -2.1151 -2.3566 -0.7801 0.07 -0.04 0.03 -1.75
C -2.3317 -1.1291 -2.9669 0.02 0.03 -0.01 -1.98
H -4.6741 0.7616 0.0117 -0.02 0.00 -0.01 0.67
H -3.5795 1.4252 1.2305 -0.03 -0.09 0.03 0.47
H -3.8891 -0.3279 1.1663 0.03 -0.01 0.00 0.47
H -6.2873 2.0259 -3.5552 0.01 0.01 -0.01 0.51
H -6.7118 3.5900 -5.4317 0.01 0.00 0.01 0.44
H -4.9104 5.0418 -6.2884 0.01 -0.01 0.01 0.45
H -2.6464 4.9763 -5.2759 -0.03 -0.02 0.00 0.51
H 0.3000 4.6195 -2.8145 -0.01 0.03 0.01 0.62
H 1.1557 3.1855 -3.3396 -0.04 0.00 0.02 0.61
H 1.7546 4.0913 -1.9353 0.02 -0.05 0.01 0.35
H -1.0242 5.7456 -1.3159 -0.02 0.00 0.00 0.37
H -1.7067 5.8846 0.2991 0.00 -0.01 -0.01 0.49
H -2.4817 4.8378 -0.8905 0.00 0.01 0.01 0.40
H 1.1503 5.2691 -0.1139 0.00 0.00 0.00 0.42
H 1.3624 3.8307 0.8852 -0.02 -0.04 -0.02 0.82
H 0.4125 5.1920 1.4735 -0.03 0.01 -0.01 0.62
H -2.3665 2.8838 0.6663 0.03 0.07 -0.02 0.27
H -1.6467 3.8904 1.9217 -0.01 0.03 -0.03 0.59
H -0.8428 2.4183 1.4889 0.02 -0.03 -0.05 0.42
H -4.7267 -1.7312 -0.5377 0.01 0.01 -0.02 0.38
H -4.5186 -2.3886 -2.1534 0.01 0.01 0.01 0.51
H -4.9063 -0.6794 -1.9589 0.01 0.00 0.00 0.31
H -2.4286 -2.4264 0.2658 0.00 0.00 -0.01 0.27
H -1.0267 -2.2450 -0.8083 0.02 0.02 -0.02 0.03
H -2.3539 -3.3096 -1.2577 -0.03 0.02 0.02 0.68
H -2.9938 -0.5162 -3.5777 -0.01 0.01 0.01 0.36
H -2.2955 -2.1255 -3.4125 -0.01 0.01 0.02 0.60
H -1.3337 -0.6905 -3.0211 -0.05 -0.04 0.02 -0.20
C 5.3365 4.4558 2.0137 0.01 0.01 0.03 -0.87
C 4.8796 3.7432 0.9144 0.01 0.02 -0.01 -0.67
C 3.8369 2.8395 1.0617 0.00 0.05 0.01 0.07
C 3.2516 2.6538 2.3077 0.03 -0.02 0.00 0.46
C 3.7231 3.3491 3.4179 0.07 0.01 -0.02 -0.62
C 4.7622 4.2547 3.2636 0.01 0.02 -0.02 -0.90
As 1.9179 1.2822 2.5111 -0.19 0.05 -0.26 1.96
C 2.9583 -0.1107 3.3614 0.09 0.10 0.18 1.05
C 3.9458 -0.7305 2.5993 0.01 -0.03 -0.02 -0.58
C 4.8634 -1.5728 3.2074 0.00 -0.02 -0.03 -0.82
C 4.8071 -1.7939 4.5778 0.00 0.00 0.01 -0.66
C 3.8421 -1.1544 5.3416 0.04 -0.01 -0.02 -1.07
C 2.9232 -0.3028 4.7399 0.00 -0.05 -0.02 -0.40
C 0.6926 1.9540 3.8484 -0.01 0.04 0.02 1.03
C 0.5023 3.3278 3.9834 0.02 0.02 -0.01 -1.18
C -0.4162 3.8202 4.8995 -0.01 0.00 0.01 -0.94
C -1.1567 2.9455 5.6834 -0.01 0.02 0.00 -0.96
C -0.9688 1.5758 5.5566 0.00 -0.01 0.01 -0.91
C -0.0485 1.0811 4.6430 0.06 -0.03 -0.02 -0.98
H 6.1475 5.1636 1.9015 -0.01 -0.02 0.00 0.45
H 5.3410 3.8893 -0.0539 -0.01 0.00 0.01 0.49
H 3.4977 2.2744 0.2010 -0.04 -0.05 -0.02 -0.03
H 3.3012 3.1865 4.4017 -0.03 -0.02 0.00 0.53
H 5.1320 4.7978 4.1237 -0.01 -0.01 -0.02 0.48
H 4.0353 -0.5329 1.5370 -0.05 0.00 -0.03 0.47
H 5.6380 -2.0423 2.6139 -0.01 0.00 0.01 0.52
H 5.5293 -2.4469 5.0511 -0.02 0.02 -0.01 0.44
H 3.8129 -1.3018 6.4134 -0.01 0.01 -0.01 0.47
H 2.2117 0.2164 5.3655 -0.03 0.03 -0.02 0.54
H 1.0887 4.0221 3.3962 0.01 0.00 -0.01 0.57
H -0.5392 4.8898 5.0151 0.00 -0.02 -0.01 0.54
H -1.8653 3.3317 6.4044 0.02 -0.01 -0.01 0.47
H -1.5251 0.8924 6.1861 0.01 0.01 -0.01 0.51
H 0.1104 0.0113 4.5773 0.02 0.03 0.01 0.61
C 0.9410 0.3129 -3.9757 0.03 0.13 -0.02 -1.34
P 1.2503 -0.4383 -2.3439 -0.12 0.10 0.15 1.26
C 1.1774 -2.2036 -2.7582 0.07 -0.02 -0.05 -1.38
C 2.9836 -0.0477 -1.9748 0.10 -0.02 -0.09 1.40
C 3.8749 -1.0112 -1.4879 -0.07 -0.01 0.00 -1.14
C 5.2040 -0.6844 -1.2790 0.05 0.02 -0.01 -0.78
C 5.6666 0.5958 -1.5671 0.02 -0.02 0.02 -0.75
C 4.7953 1.5526 -2.0645 -0.05 0.01 0.01 -0.79
C 3.4573 1.2369 -2.2568 0.04 0.00 -0.03 -0.64
H 0.7377 1.3789 -3.9198 -0.02 -0.06 -0.01 0.32
H 0.0882 -0.1706 -4.4498 0.00 0.00 0.03 0.68
H 1.8201 0.1506 -4.6006 0.01 0.00 0.00 0.51
H 1.9492 -2.4174 -3.4998 0.01 0.00 0.01 0.62
H 0.2052 -2.4104 -3.2049 0.01 -0.02 0.04 0.43
H 1.3145 -2.8428 -1.8909 0.01 -0.01 0.01 0.15
H 3.5458 -2.0268 -1.3021 0.01 0.02 0.00 0.40
H 5.8928 -1.4390 -0.9212 -0.02 0.01 -0.01 0.56
H 6.7124 0.8352 -1.4232 -0.02 0.00 -0.01 0.46
H 5.1562 2.5406 -2.3216 0.00 -0.03 0.00 0.58
H 2.7980 1.9825 -2.6809 0.00 0.00 0.01 0.36
```
Positions in Å, forces in eV/Å.

Charge ... +3
Relative energy (zero: lowest compared OMol25 entry of this formula, charge and spin) ... 0.000 eV
Orbital gap ... 6.683 eV
HOMO level ... -15.7 eV

=====

- Among the records above, which one has the highest orbital gap?
  C52H65BN4OP